1.
Computed, not measured: C6H15NO in the gas phase at a distorted geometry, with wB97M-V/def2-TZVPD.

```
23
C6H15NO (wB97M-V/def2-TZVPD)
C -0.077 -1.840 -0.355
C 0.631 -3.133 -0.055
O 1.645 -3.528 -0.970
C 0.705 -0.495 -0.293
N 0.134 0.444 0.695
C -1.698 2.053 1.043
C -0.609 1.552 0.078
C 0.340 2.688 -0.296
H -0.947 -1.739 0.298
H -0.492 -1.827 -1.374
H -0.196 -3.860 -0.037
H 1.186 -3.129 0.885
H 1.302 -3.525 -1.854
H 1.752 -0.709 -0.040
H 0.718 -0.052 -1.286
H 0.832 0.715 1.370
H -1.367 1.861 2.068
H -1.977 3.075 0.801
H -2.568 1.387 1.026
H -1.122 1.091 -0.768
H -0.190 3.542 -0.727
H 1.214 2.296 -0.816
H 0.784 3.132 0.608
```

Frontier orbital gap = 9.573 eV
Highest occupied orbital energy = -8.558 eV
SMILES = CC(C)NCCCO
Energy relative to the best compared isomer or geometry (same formula, charge and spin) = 40.75 kcal per mole
Multiplicity = 1
Energy = -10001.9899 eV

Computed natural (NBO) charges, given in elementary charges:
1. C -0.45
2. C -0.06
3. O -0.72
4. C -0.22
5. N -0.65
6. C -0.62
7. C -0.04
8. C -0.63
9. H 0.23
10. H 0.19
11. H 0.16
12. H 0.18
13. H 0.46
14. H 0.20
15. H 0.18
16. H 0.36
17. H 0.22
18. H 0.20
19. H 0.21
20. H 0.19
21. H 0.21
22. H 0.21
23. H 0.20



2.
Computed, not measured: C15H22ClNO in the gas phase, with wB97M-V/def2-TZVPD.

```
40
C15H22ClNO (wB97M-V/def2-TZVPD)
C -2.806 -3.238 -0.576
C -2.364 -2.891 0.842
C -2.151 -1.392 1.056
C -0.921 -0.856 0.320
H -0.055 -1.423 0.673
H -1.028 -1.041 -0.751
C -0.689 0.646 0.569
C -1.118 1.539 -0.607
C -2.611 1.483 -0.943
C -3.472 2.100 0.146
H -3.229 3.152 0.296
H -3.385 1.566 1.091
Cl -5.195 2.025 -0.320
H -2.919 0.451 -1.112
H -2.778 2.032 -1.872
H -0.847 2.571 -0.372
H -0.560 1.250 -1.501
C 0.777 0.963 0.870
O 1.106 1.626 1.827
N 1.636 0.453 -0.055
C 3.031 0.552 -0.120
C 3.786 1.234 0.827
C 5.162 1.289 0.696
C 5.798 0.672 -0.368
C 5.047 -0.008 -1.312
C 3.672 -0.069 -1.191
H 3.088 -0.602 -1.929
H 5.532 -0.493 -2.146
H 6.873 0.719 -0.463
H 5.742 1.820 1.436
H 3.294 1.715 1.655
H 1.225 -0.082 -0.808
H -1.237 0.953 1.463
H -2.021 -1.207 2.125
H -3.047 -0.861 0.733
H -3.132 -3.233 1.539
H -1.442 -3.427 1.079
H -3.024 -4.300 -0.653
H -3.705 -2.685 -0.840
H -2.031 -3.003 -1.301
```

Frontier orbital gap = 9.193 eV
Highest occupied orbital energy = -8.586 eV
SMILES = CCCC[C@H](CCCCl)C(=O)Nc1ccccc1
Energy relative to the best compared isomer or geometry (same formula, charge and spin) = 3.43 kcal per mole
Multiplicity = 1
Energy = -31973.1494 eV

Computed natural (NBO) charges, given in elementary charges:
1. C -0.61
2. C -0.39
3. C -0.39
4. C -0.41
5. H 0.21
6. H 0.20
7. C -0.32
8. C -0.38
9. C -0.42
10. C -0.36
11. H 0.21
12. H 0.21
13. Cl -0.08
14. H 0.21
15. H 0.22
16. H 0.22
17. H 0.20
18. C 0.70
19. O -0.60
20. N -0.64
21. C 0.24
22. C -0.27
23. C -0.19
24. C -0.24
25. C -0.19
26. C -0.27
27. H 0.20
28. H 0.21
29. H 0.21
30. H 0.21
31. H 0.26
32. H 0.39
33. H 0.23
34. H 0.21
35. H 0.19
36. H 0.20
37. H 0.20
38. H 0.21
39. H 0.20
40. H 0.20



3.
Computed, not measured: 2 unconnected molecules or ions with the total composition C2H5O2S, with wB97M-V/def2-TZVPD.

```
10
C2H5O2S (wB97M-V/def2-TZVPD)
O 0.981 0.712 0.915
C -0.002 0.515 0.183
O -0.031 -0.157 -0.893
C -1.331 1.161 0.589
H 1.203 -1.300 -0.544
H -2.146 0.848 -0.062
H -1.198 2.242 0.637
H -1.645 0.867 1.598
S 2.342 -2.130 -0.678
H 1.828 -2.757 -1.747
```

Frontier orbital gap = 8.259 eV
Net charge = -1
Highest occupied orbital energy = -4.478 eV
Energy relative to the best compared isomer or geometry (same formula, charge and spin) = 2.05 kcal per mole
Multiplicity = 1
Energy = -17087.0509 eV

Computed natural (NBO) charges, given in elementary charges:
1. O -0.76
2. C 0.76
3. O -0.79
4. C -0.73
5. H 0.26
6. H 0.20
7. H 0.20
8. H 0.20
9. S -0.46
10. H 0.11



4.
Computed, not measured: a molecular structure, C40H64GeInN7S2Se, with wB97M-V/def2-TZVPD.

```
116
C40H64GeInN7S2Se (wB97M-V/def2-TZVPD)
In 0.276 -0.432 0.006
C -1.642 0.679 3.062
C -1.274 -0.581 2.710
C 0.181 -0.533 2.293
C 0.519 0.916 2.485
C -0.538 1.603 2.984
C -0.574 2.998 3.573
C -0.713 2.826 5.095
C 0.723 3.754 3.287
C -1.778 3.813 3.073
C 1.248 -1.439 3.002
C 1.073 -1.272 4.523
C 1.166 -2.922 2.637
C 2.683 -0.987 2.705
C -2.270 -1.744 2.830
C -3.711 -1.206 2.798
C -2.155 -2.493 4.171
C -2.144 -2.724 1.668
H -2.635 0.967 3.384
H 1.518 1.305 2.360
H 0.084 2.189 5.488
H -1.669 2.365 5.353
H -0.659 3.799 5.590
H 1.585 3.233 3.710
H 0.682 4.752 3.731
H 0.886 3.871 2.213
H -2.651 3.180 2.900
H -1.543 4.328 2.145
H -2.056 4.572 3.809
H 0.087 -1.574 4.863
H 1.222 -0.228 4.808
H 1.817 -1.877 5.051
H 0.265 -3.399 3.008
H 2.017 -3.451 3.075
H 1.201 -3.065 1.557
H 2.891 0.015 3.082
H 2.909 -1.014 1.643
H 3.375 -1.668 3.208
H -3.969 -0.672 3.716
H -4.399 -2.050 2.707
H -3.878 -0.531 1.958
H -2.161 -1.789 5.005
H -1.263 -3.109 4.252
H -3.018 -3.156 4.284
H -2.390 -2.229 0.729
H -2.843 -3.556 1.802
H -1.143 -3.134 1.563
S 2.630 -0.967 -0.904
C 3.414 0.482 -0.284
N 4.621 0.553 0.164
N 5.309 -0.569 0.281
C 6.601 -0.555 0.825
C 7.206 -1.770 1.128
C 8.490 -1.792 1.649
C 9.175 -0.607 1.883
C 8.558 0.601 1.582
C 7.278 0.638 1.051
N 2.809 1.757 -0.351
N 1.574 1.750 -0.468
C 1.015 3.044 -0.759
C 1.787 4.065 -1.304
C 1.193 5.272 -1.628
C -0.171 5.456 -1.430
C -0.935 4.425 -0.908
C -0.345 3.216 -0.569
H 4.849 -1.449 0.074
H 6.667 -2.695 0.955
H 8.954 -2.742 1.882
H 10.175 -0.625 2.296
H 9.083 1.532 1.759
H 6.794 1.574 0.813
H 2.842 3.896 -1.470
H 1.793 6.067 -2.052
H -0.637 6.397 -1.697
H -1.999 4.560 -0.758
H -0.937 2.406 -0.158
C -4.594 0.739 -4.247
Ge -4.427 2.467 -3.354
C -5.809 3.657 -4.056
C -2.689 3.206 -3.795
C -4.803 2.386 -1.428
Se -3.763 1.219 -0.258
C -4.458 -0.482 -0.898
H -4.573 0.916 -5.325
H -5.534 0.241 -4.000
H -3.761 0.080 -3.997
H -5.714 3.762 -5.139
H -5.719 4.648 -3.608
H -6.805 3.269 -3.835
H -2.515 3.062 -4.863
H -1.887 2.717 -3.245
H -2.658 4.275 -3.580
H -5.857 2.128 -1.305
H -4.684 3.391 -1.016
H -4.482 -0.479 -1.981
H -5.455 -0.660 -0.497
H -3.776 -1.261 -0.563
C -0.781 -0.103 -1.825
H -0.132 -0.560 -2.574
H -0.867 0.966 -2.001
H -1.760 -0.572 -1.832
C -2.706 -4.314 -4.164
C -2.800 -4.523 -2.650
C -1.526 -4.180 -1.947
N -1.343 -3.105 -1.275
N -0.065 -2.980 -0.756
C 0.694 -3.991 -1.076
N 1.983 -4.137 -0.667
S -0.109 -5.192 -2.023
H -3.661 -4.538 -4.640
H -1.948 -4.961 -4.609
H -2.442 -3.280 -4.389
H -3.074 -5.556 -2.427
H -3.570 -3.881 -2.223
H 2.445 -3.290 -0.355
H 2.563 -4.779 -1.179
```

Frontier orbital gap = 6.961 eV
Highest occupied orbital energy = -7.335 eV
Energy relative to the best compared isomer or geometry (same formula, charge and spin) = 0.00 kcal per mole
Multiplicity = 1
Energy = -201654.7223 eV

Atom charges from the Mulliken analysis, given in e for atoms 1 to 99:
1. In 0.52
2. C -1.05
3. C 0.77
4. C 1.38
5. C -1.31
6. C -0.45
7. C 2.14
8. C -1.70
9. C -1.84
10. C -1.41
11. C 2.76
12. C -1.83
13. C -1.80
14. C -1.89
15. C 2.76
16. C -2.04
17. C -2.13
18. C -1.21
19. H 0.49
20. H 0.55
21. H 0.29
22. H 0.34
23. H 0.47
24. H 0.32
25. H 0.44
26. H 0.24
27. H 0.20
28. H 0.17
29. H 0.47
30. H 0.22
31. H 0.24
32. H 0.52
33. H 0.17
34. H 0.62
35. H 0.20
36. H 0.31
37. H 0.01
38. H 0.67
39. H 0.43
40. H 0.45
41. H 0.16
42. H 0.31
43. H 0.32
44. H 0.54
45. H -0.45
46. H 0.65
47. H -0.06
48. S -0.46
49. C 0.14
50. N -0.47
51. N 0.25
52. C 0.60
53. C -0.50
54. C -0.56
55. C -0.55
56. C -0.51
57. C -0.29
58. N -0.70
59. N 0.84
60. C -0.47
61. C -0.40
62. C -0.71
63. C -0.75
64. C -0.56
65. C 0.85
66. H 0.15
67. H 0.35
68. H 0.35
69. H 0.37
70. H 0.36
71. H 0.41
72. H 0.51
73. H 0.38
74. H 0.44
75. H 0.60
76. H -0.20
77. C -1.27
78. Ge 0.60
79. C -1.23
80. C -0.81
81. C -1.08
82. Se 0.27
83. C -0.31
84. H 0.41
85. H 0.36
86. H 0.34
87. H 0.37
88. H 0.36
89. H 0.37
90. H 0.43
91. H -0.01
92. H 0.31
93. H 0.46
94. H 0.41
95. H 0.07
96. H 0.61
97. H -0.36
98. C -0.59
99. H 0.51